The following is a quantum chemistry calculation of 2 unconnected molecules or ions with the total composition C3H9NO3 at a distorted geometry, from OMol25.

* E_tot: -10888.4327 eV
* net charge: 0
* maximum force: 4.25 eV Å⁻¹
* ΔE to the lowest compared entry with this formula, charge and spin: 207.3 kJ/mol
* Kohn-Sham gap: 9.85 eV
* SMILES: O=CNCCO.O
* LUMO: 0.0137 Eh

Structure (XYZ):
```
16
Properties=species:S:1:pos:R:3:forces:R:3
O -0.954 0.467 -3.064 1.2 -0.9 -0.9
C -0.105 -0.126 -2.397 -2.3 3.2 0.8
N -0.539 -0.568 -1.171 3.6 -1.0 -2.0
C 0.513 -1.050 -0.287 -0.9 -0.3 2.1
C 0.234 -0.427 1.103 0.7 -1.5 -0.1
O 0.724 -1.400 2.037 -0.3 0.3 0.3
H 1.001 0.083 -2.551 -0.9 -1.2 0.0
H -1.487 -0.282 -1.000 0.0 -0.3 0.7
H 1.539 -0.798 -0.566 -0.4 0.4 -0.7
H 0.577 -2.156 -0.155 -0.6 0.6 -0.1
H -0.857 -0.309 1.172 0.4 0.3 0.3
H 0.802 0.503 1.242 -0.5 -0.1 -0.2
H 0.495 -1.109 2.927 0.1 -0.1 -0.1
O -0.953 2.195 0.762 -0.1 0.2 -0.1
H -0.365 2.787 0.282 -0.1 0.0 0.0
H -0.624 2.190 1.666 0.0 0.1 0.0
```
Forces are in eV/Å.